# C34H91F4O16S

14 unconnected molecules or ions with the total composition C34H91F4O16S (ωB97M-V with the def2-TZVPD basis set, OMol25).

Largest force on an atom in eV/A: 5.03
Spin multiplicity: 1
LUMO in eV: -3.0
Frontier orbital gap in hartree: 0.2768
Net charge: +1

Bonds (Å) are listed after each position.
Element x y z (Å)
1 C -1.05 0.69 -2.08  C2 1.607, H17 1.155, H18 1.151, H19 1.138
2 C -2.22 -0.21 -2.72  C1 1.607, O3 1.256, O4 1.447
3 O -2.62 -1.24 -2.13  C2 1.256
4 O -2.77 0.23 -3.98  C2 1.447, C5 1.464
5 C -4.23 0.25 -3.81  O4 1.464, C6 1.603, H20 1.139, H21 1.156
6 C -4.94 1.31 -4.79  C5 1.603, S7 1.854, H22 1.151, H23 1.164
7 S -5.74 2.76 -3.94  C6 1.854, C8 1.884, C14 1.889
8 C -6.57 2.24 -2.34  S7 1.884, O9 1.441, H24 1.156, H25 1.139
9 O -7.86 1.66 -2.60  C8 1.441, C10 1.413
10 C -7.93 0.32 -2.15  O9 1.413, F11 1.410, F12 1.415, F13 1.423
11 F -7.07 -0.57 -2.83  C10 1.410
12 F -7.79 0.17 -0.75  C10 1.415
13 F -9.25 -0.12 -2.45  C10 1.423
14 C -4.43 4.02 -3.42  S7 1.889, C15 1.609, F16 1.438, H26 1.149
15 C -2.94 3.43 -3.48  C14 1.609, H27 1.143, H28 1.151, H29 1.150
16 F -4.55 5.24 -4.17  C14 1.438
17 H -1.54 1.23 -1.18  C1 1.155
18 H -0.83 1.52 -2.85  C1 1.151
19 H -0.13 0.09 -1.79  C1 1.138
20 H -4.50 0.35 -2.71  C5 1.139
21 H -4.59 -0.79 -4.15  C5 1.156
22 H -5.75 0.75 -5.38  C6 1.151
23 H -4.19 1.70 -5.59  C6 1.164
24 H -6.77 3.24 -1.79  C8 1.156
25 H -5.89 1.64 -1.65  C8 1.139
26 H -4.63 4.28 -2.32  C14 1.149
27 H -2.69 2.93 -4.48  C15 1.143
28 H -2.86 2.71 -2.59  C15 1.151
29 H -2.23 4.33 -3.32  C15 1.150
30 C 3.17 -2.78 -2.83  C31 1.514, H33 1.093, H34 1.092, H35 1.094
31 C 1.73 -2.44 -2.50  C30 1.514, O32 1.427, H36 1.092, H37 1.094
32 O 1.35 -1.23 -3.14  C31 1.427, H38 0.966
33 H 3.84 -1.97 -2.51  C30 1.093
34 H 3.48 -3.71 -2.34  C30 1.092
35 H 3.31 -2.89 -3.91  C30 1.094
36 H 1.61 -2.31 -1.43  C31 1.092
37 H 1.06 -3.24 -2.83  C31 1.094
38 H 1.46 -1.36 -4.10  O32 0.966
39 C 5.91 -3.58 1.25  C40 1.515, H42 1.092, H43 1.092, H44 1.093
40 C 4.59 -3.02 0.77  C39 1.515, O41 1.424, H45 1.093, H46 1.095
41 O 3.77 -4.05 0.23  C40 1.424, H47 0.966
42 H 6.44 -4.07 0.43  C39 1.092
43 H 6.54 -2.80 1.66  C39 1.092
44 H 5.74 -4.34 2.02  C39 1.093
45 H 4.75 -2.28 -0.01  C40 1.093
46 H 4.05 -2.53 1.59  C40 1.095
47 H 3.62 -4.70 0.94  O41 0.966
48 C -7.04 7.53 -6.28  C49 1.516, H51 1.093, H52 1.092, H53 1.094
49 C -7.11 6.17 -6.94  C48 1.516, O50 1.424, H54 1.092, H55 1.095
50 O -5.81 5.58 -6.98  C49 1.424, H56 0.966
51 H -6.37 8.19 -6.83  C48 1.093
52 H -8.03 7.99 -6.24  C48 1.092
53 H -6.66 7.45 -5.26  C48 1.094
54 H -7.47 6.25 -7.96  C49 1.092
55 H -7.77 5.50 -6.38  C49 1.095
56 H -5.49 5.50 -6.07  O50 0.966
57 C 9.45 -1.34 -2.06  C58 1.516, H60 1.093, H61 1.093, H62 1.094
58 C 8.37 -1.55 -1.03  C57 1.516, O59 1.422, H63 1.092, H64 1.095
59 O 8.36 -2.90 -0.58  C58 1.422, H65 0.966
60 H 9.30 -2.01 -2.92  C57 1.093
61 H 9.46 -0.31 -2.42  C57 1.093
62 H 10.43 -1.58 -1.65  C57 1.094
63 H 7.38 -1.34 -1.45  C58 1.092
64 H 8.52 -0.90 -0.16  C58 1.095
65 H 9.23 -3.08 -0.20  O59 0.966
66 C -4.28 9.04 -9.65  C67 1.516, H69 1.093, H70 1.093, H71 1.094
67 C -4.11 10.49 -9.23  C66 1.516, O68 1.422, H72 1.092, H73 1.095
68 O -4.36 10.62 -7.83  C67 1.422, H74 0.966
69 H -5.28 8.69 -9.42  C66 1.093
70 H -4.09 8.93 -10.72  C66 1.093
71 H -3.58 8.40 -9.10  C66 1.094
72 H -4.82 11.13 -9.76  C67 1.092
73 H -3.10 10.85 -9.44  C67 1.095
74 H -3.72 10.06 -7.37  O68 0.966
75 C -1.24 3.72 -8.67  C76 1.515, H78 1.093, H79 1.092, H80 1.094
76 C -2.33 3.50 -7.64  C75 1.515, O77 1.427, H81 1.092, H82 1.095
77 O -2.34 2.14 -7.21  C76 1.427, H83 0.967
78 H -1.38 3.06 -9.53  C75 1.093
79 H -1.22 4.75 -9.01  C75 1.092
80 H -0.26 3.48 -8.24  C75 1.094
81 H -3.31 3.72 -8.08  C76 1.092
82 H -2.19 4.15 -6.77  C76 1.095
83 H -1.47 1.96 -6.82  O77 0.967
84 C 7.71 -3.61 5.48  C85 1.516, H87 1.093, H88 1.093, H89 1.093
85 C 6.39 -3.05 5.00  C84 1.516, O86 1.420, H90 1.093, H91 1.095
86 O 5.58 -4.09 4.46  C85 1.420, H92 0.971
87 H 8.25 -4.10 4.66  C84 1.093
88 H 8.35 -2.82 5.89  C84 1.093
89 H 7.55 -4.37 6.26  C84 1.093
90 H 6.56 -2.31 4.21  C85 1.093
91 H 5.85 -2.56 5.82  C85 1.095
92 H 5.43 -4.73 5.17  O86 0.971
93 C 4.83 -7.51 7.80  C94 1.516, H96 1.093, H97 1.092, H98 1.094
94 C 5.54 -6.18 7.95  C93 1.516, O95 1.424, H99 1.092, H100 1.094
95 O 5.11 -5.27 6.94  C94 1.424, H101 0.969
96 H 5.03 -7.94 6.82  C93 1.093
97 H 5.15 -8.21 8.57  C93 1.092
98 H 3.74 -7.37 7.88  C93 1.094
99 H 6.62 -6.31 7.86  C94 1.092
100 H 5.33 -5.73 8.93  C94 1.094
101 H 4.16 -5.15 7.04  O95 0.969
102 C 2.72 -2.26 4.84  C103 1.515, H105 1.093, H106 1.093, H107 1.093
103 C 1.76 -3.04 5.71  C102 1.515, O104 1.427, H108 1.090, H109 1.094
104 O 2.47 -3.83 6.66  C103 1.427, H110 0.967
105 H 3.40 -2.95 4.32  C102 1.093
106 H 2.19 -1.66 4.11  C102 1.093
107 H 3.35 -1.61 5.45  C102 1.093
108 H 1.15 -3.70 5.11  C103 1.090
109 H 1.09 -2.36 6.26  C103 1.094
110 H 3.00 -3.23 7.20  O104 0.967
111 C -1.01 4.44 0.38  C112 1.515, H114 1.093, H115 1.092, H116 1.094
112 C -2.32 5.01 -0.11  C111 1.515, O113 1.428, H117 1.092, H118 1.094
113 O -3.13 3.96 -0.67  C112 1.428, H119 0.967
114 H -0.47 3.96 -0.43  C111 1.093
115 H -0.38 5.23 0.80  C111 1.092
116 H -1.18 3.68 1.15  C111 1.094
117 H -2.15 5.75 -0.90  C112 1.092
118 H -2.88 5.48 0.70  C112 1.094
119 H -3.29 3.31 0.03  O113 0.967
120 C 1.85 1.72 8.00  C121 1.516, H123 1.093, H124 1.093, H125 1.094
121 C 1.78 0.36 7.34  C120 1.516, O122 1.423, H126 1.092, H127 1.095
122 O 3.08 -0.22 7.28  C121 1.423, H128 0.967
123 H 2.52 2.39 7.44  C120 1.093
124 H 0.86 2.19 8.05  C120 1.093
125 H 2.25 1.64 9.01  C120 1.094
126 H 1.40 0.45 6.32  C121 1.092
127 H 1.12 -0.31 7.90  C121 1.095
128 H 3.41 -0.30 8.18  O122 0.967
129 C -3.03 -3.07 3.49  C130 1.516, H132 1.094, H133 1.093, H134 1.093
130 C -1.52 -3.20 3.50  C129 1.516, O131 1.422, H135 1.092, H136 1.095
131 O -1.00 -2.89 4.78  C130 1.422, H137 0.968
132 H -3.33 -2.06 3.76  C129 1.094
133 H -3.43 -3.31 2.50  C129 1.093
134 H -3.48 -3.75 4.22  C129 1.093
135 H -1.07 -2.51 2.78  C130 1.092
136 H -1.21 -4.22 3.23  C130 1.095
137 H -1.40 -3.51 5.41  O131 0.968
138 C -1.44 -7.44 6.78  C139 1.515, H141 1.093, H142 1.092, H143 1.094
139 C -1.19 -5.99 6.40  C138 1.515, O140 1.426, H144 1.092, H145 1.095
140 O -2.42 -5.35 6.08  C139 1.426, H146 0.966
141 H -1.92 -7.97 5.96  C138 1.093
142 H -0.50 -7.94 7.02  C138 1.092
143 H -2.10 -7.50 7.64  C138 1.094
144 H -0.54 -5.93 5.53  C139 1.092
145 H -0.71 -5.45 7.22  C139 1.095
146 H -2.99 -5.40 6.86  O140 0.966

Mulliken atomic charge list, values in e, 2 entries:
1. C -0.620
2. C 0.693